16
Properties=species:S:1:pos:R:3 method="wB97M-V/def2-TZVPD" charge=+2 lumo_energy_ev="-10.09 / -13.17" spin_multiplicity=7 molar_mass_da=159.9 relative_energy_kcal_mol=1.7 orbital_gap_ev="10.19 / 6.74"
C 0.59 -2.57 0.05
C -0.69 -1.71 -0.23
O -1.05 -1.08 0.79
O 1.34 -2.03 1.03
H 1.06 -2.69 -0.95
H 0.16 -3.56 0.33
H -1.46 -2.19 -0.85
Fe 0.64 -0.41 1.63
O 1.16 1.22 0.70
C 0.60 1.83 -0.34
C -0.79 2.36 -0.10
H 1.34 2.60 -0.68
H -1.50 1.54 -0.28
H -0.99 3.17 -0.80
H -0.94 2.62 0.96
H 0.53 0.90 -1.27